{
  "formula": "C27H27BrN4O4Ti",
  "method": "wB97M-V/def2-TZVPD",
  "total_charge": -2,
  "orbital_gap_ev": [4.12, 6.70],
  "spin_multiplicity": 3,
  "e_homo_ev": [0.7, -1.9],
  "s_squared": 2.060,
  "symbols": ["Ti", "O", "C", "C", "C", "C", "C", "C", "C", "O", "N", "N", "C", "C", "C", "C", "C", "C", "C", "O", "H", "H", "H", "H", "H", "H", "H", "H", "H", "H", "N", "C", "C", "C", "C", "C", "C", "C", "C", "N", "C", "H", "H", "H", "H", "H", "H", "H", "H", "Br", "C", "C", "C", "C", "O", "H", "H", "H", "H", "H", "H", "H", "H", "H"],
  "coordinates": [[-0.2324, -0.3336, -0.0159], [-1.5929, 3.8511, 0.6983], [-0.5244, 4.2774, 1.4108], [-0.4962, 5.6050, 1.8186], [0.5809, 6.1084, 2.5359], [1.6464, 5.2715, 2.8500], [1.6218, 3.9446, 2.4630], [0.5424, 3.4104, 1.7449], [0.4931, 1.9976, 1.3818], [-0.4806, 1.5224, 0.6307], [1.3718, 1.1868, 1.9107], [1.0922, -0.0967, 1.5965], [1.8977, -1.0263, 2.1279], [1.6310, -2.4093, 2.0354], [2.4535, -3.3688, 2.6634], [2.1226, -4.7119, 2.6676], [0.9623, -5.1387, 2.0289], [0.1503, -4.2161, 1.3679], [0.4614, -2.8610, 1.3464], [-0.3317, -1.9946, 0.7368], [-1.4565, 2.8896, 0.5098], [-1.3394, 6.2393, 1.5719], [0.5886, 7.1470, 2.8455], [2.4953, 5.6552, 3.4052], [2.4345, 3.2745, 2.7051], [2.7526, -0.6832, 2.7059], [3.3514, -3.0210, 3.1650], [2.7598, -5.4260, 3.1789], [0.6864, -6.1873, 2.0407], [-0.7389, -4.5438, 0.8423], [-1.0118, 1.3330, -2.0854], [-2.3959, 1.4942, -1.8890], [-3.1013, 2.4474, -2.6279], [-4.4652, 2.6147, -2.4556], [-5.1428, 1.8266, -1.5447], [-4.4584, 0.8911, -0.7445], [-5.1237, 0.1312, 0.2473], [-4.3627, -0.7230, 1.0552], [-3.0101, -0.8250, 0.8640], [-2.3204, -0.1495, -0.1016], [-3.0470, 0.7223, -0.9063], [-0.6394, 2.0051, -2.7364], [-0.7774, 0.3837, -2.3816], [-2.5592, 3.0545, -3.3460], [-4.9983, 3.3561, -3.0416], [-6.2142, 1.9352, -1.4120], [-6.1928, 0.2351, 0.3901], [-4.8328, -1.3039, 1.8393], [-2.4229, -1.4856, 1.4850], [-0.7933, -1.9962, -2.2217], [2.2117, 0.0339, -3.1590], [2.3989, 0.0050, -1.6335], [3.0893, 1.2942, -1.1704], [3.2416, -1.2222, -1.2617], [1.1559, -0.0793, -1.0224], [3.1827, 0.0003, -3.6595], [1.6873, 0.9439, -3.4623], [1.6112, -0.8243, -3.4621], [4.0508, 1.4229, -1.6750], [3.2415, 1.2613, -0.0902], [2.4439, 2.1475, -1.3909], [4.1783, -1.2388, -1.8244], [2.6628, -2.1202, -1.4869], [3.4610, -1.2162, -0.1938]]
}

***

{
  "formula": "C27H27Cl2N2OTc",
  "method": "wB97M-V/def2-TZVPD",
  "total_charge": 1,
  "orbital_gap_ev": [6.67, 6.59],
  "spin_multiplicity": 2,
  "e_homo_ev": [-10.5, -10.5],
  "s_squared": 0.758,
  "symbols": ["Tc", "Cl", "C", "C", "C", "C", "O", "C", "C", "N", "C", "C", "C", "C", "C", "C", "C", "C", "N", "C", "C", "H", "H", "H", "H", "H", "H", "H", "H", "H", "H", "C", "C", "C", "C", "C", "C", "C", "C", "C", "C", "H", "H", "H", "H", "H", "H", "H", "H", "H", "H", "H", "H", "H", "H", "H", "Cl", "C", "H", "H"],
  "coordinates": [[0.6444, -0.1347, 0.4367], [2.1000, 4.7518, -4.9321], [2.0622, 3.5769, -3.6637], [3.2521, 2.9257, -3.2912], [3.2550, 1.9935, -2.2906], [2.0665, 1.6404, -1.6022], [2.1642, 0.7518, -0.6655], [0.8701, 2.3103, -1.9850], [-0.3868, 2.1085, -1.3584], [-0.6752, 1.2387, -0.4373], [-1.9662, 1.2390, 0.1533], [-3.1177, 1.7539, -0.3840], [-4.3097, 1.7551, 0.3700], [-4.3448, 1.2694, 1.6460], [-3.1806, 0.7088, 2.2179], [-3.1068, 0.2112, 3.5407], [-1.9276, -0.2976, 4.0035], [-0.8258, -0.3766, 3.1342], [-0.8694, 0.0527, 1.8917], [-2.0122, 0.6527, 1.4400], [0.9013, 3.2844, -3.0175], [4.1714, 3.1759, -3.8041], [4.1721, 1.5027, -1.9938], [-1.1787, 2.7844, -1.6750], [-3.1341, 2.1646, -1.3844], [-5.2045, 2.1673, -0.0761], [-5.2562, 1.3036, 2.2284], [-3.9824, 0.2527, 4.1762], [-1.8253, -0.6641, 5.0146], [0.1126, -0.8120, 3.4561], [-0.0138, 3.7947, -3.2910], [1.0667, -2.3571, 0.8919], [1.8064, -1.9449, -0.2388], [0.8703, -1.6025, -1.2910], [-0.4349, -1.8443, -0.8081], [-0.3190, -2.2824, 0.5375], [-1.4508, -2.7793, 1.3682], [-1.6941, -1.6768, -1.5901], [1.2066, -1.2368, -2.7006], [3.2926, -1.9622, -0.3622], [1.6252, -2.9326, 2.1599], [-2.3434, -2.1611, 1.2598], [-1.1957, -2.8333, 2.4246], [-1.7076, -3.7920, 1.0477], [-1.6695, -0.7681, -2.1932], [-2.5702, -1.6333, -0.9437], [-1.8269, -2.5149, -2.2770], [0.5038, -0.5094, -3.1079], [1.1662, -2.1253, -3.3347], [2.2079, -0.8188, -2.7757], [3.6393, -1.1782, -1.0312], [3.6168, -2.9261, -0.7629], [3.7726, -1.8153, 0.6038], [1.8049, -2.1758, 2.9249], [2.5785, -3.4220, 1.9658], [0.9520, -3.6836, 2.5733], [2.6417, 0.4393, 2.5230], [1.3859, 1.4204, 1.6937], [1.8928, 2.1975, 1.1338], [0.7281, 1.8330, 2.4517]]
}

***

{
  "formula": "C27H27ClN7O6S2Ti",
  "method": "wB97M-V/def2-TZVPD",
  "orbital_gap_ev": [5.00, 7.30],
  "spin_multiplicity": 2,
  "e_homo_ev": [-5.6, -8.0],
  "s_squared": 0.796,
  "symbols": ["Ti", "Cl", "C", "C", "C", "C", "O", "C", "C", "N", "C", "C", "C", "C", "C", "C", "C", "C", "N", "C", "C", "H", "H", "H", "H", "H", "H", "H", "H", "H", "H", "C", "C", "N", "C", "C", "N", "C", "O", "O", "C", "O", "O", "H", "H", "H", "H", "H", "O", "S", "N", "C", "N", "C", "C", "S", "N", "C", "C", "H", "H", "H", "H", "H", "H", "H", "H", "H", "H", "H", "H"],
  "coordinates": [[-1.1185, -0.9131, 0.9379], [2.9916, 4.6750, 2.7793], [2.2423, 3.1389, 2.4601], [3.0388, 2.0547, 2.0900], [2.4301, 0.8515, 1.7905], [1.0458, 0.6903, 1.8570], [0.4962, -0.4563, 1.4715], [0.2397, 1.7868, 2.3116], [-1.1428, 1.6130, 2.5925], [-1.7090, 0.4180, 2.4204], [-2.8718, -0.0353, 2.9737], [-3.9430, 0.6812, 3.4923], [-5.0359, 0.0029, 4.0405], [-5.0642, -1.3670, 4.1379], [-3.9836, -2.1333, 3.6502], [-3.9080, -3.5383, 3.7161], [-2.8347, -4.1849, 3.1500], [-1.8431, -3.4521, 2.5018], [-1.8734, -2.1265, 2.4354], [-2.9107, -1.4665, 3.0172], [0.8802, 3.0155, 2.5790], [4.1125, 2.1675, 2.0365], [3.0173, -0.0011, 1.4732], [-1.6865, 2.4265, 3.0690], [-3.9471, 1.7613, 3.4348], [-5.8821, 0.5762, 4.3961], [-5.9200, -1.8743, 4.5634], [-4.7011, -4.0890, 4.2057], [-2.7557, -5.2617, 3.1934], [-1.0151, -3.9353, 2.0032], [0.2837, 3.8627, 2.8924], [1.0510, 2.0514, -0.9956], [-0.4152, 1.8292, -1.0467], [-1.1122, 0.9092, -0.4042], [-2.4178, 1.0509, -0.8113], [-2.5120, 2.0756, -1.7074], [-1.2371, 2.5535, -1.8332], [-3.6175, 2.6693, -2.4982], [-4.8025, 2.1346, -2.3417], [-3.3844, 3.6006, -3.2345], [-3.4131, 0.0263, -0.3966], [-4.5838, 0.1118, -0.7569], [-2.9092, -0.9166, 0.3063], [1.5547, 1.1006, -0.8397], [1.3191, 2.7103, -0.1679], [1.3928, 2.4983, -1.9295], [-1.0005, 3.3214, -2.4424], [-4.7983, 1.3402, -1.7246], [-1.0789, -1.1979, -2.0782], [-0.5189, -2.4212, -1.4821], [-0.6062, -2.5034, 0.0104], [1.4725, -0.7251, -4.0932], [2.8766, -0.8424, -3.7379], [3.7150, -1.2113, -4.8715], [3.2507, -1.1001, -2.4612], [2.1229, -1.5452, -1.2743], [4.5704, -0.9701, -2.1720], [5.4310, -0.0150, -2.8507], [5.1253, -1.4397, -0.9132], [1.3919, -0.0454, -4.9436], [0.8904, -0.3329, -3.2671], [1.0506, -1.6942, -4.3757], [3.1967, -1.9715, -5.4612], [4.6595, -1.6309, -4.5392], [3.9024, -0.3513, -5.5180], [4.8904, 0.5260, -3.6207], [6.2966, -0.5115, -3.2958], [5.7999, 0.7098, -2.1201], [4.4302, -2.1199, -0.4363], [5.3193, -0.6017, -0.2377], [6.0657, -1.9591, -1.1091]]
}

***

Results for E: -135750.943; -60704.631; -108465.543 (in eV, following the order of the records).